[1]
Molecular formula: C29H41IrN4S2Si3
Method: DFT, the ωB97M-V functional and the def2-TZVPD basis

Energy relative to the best compared isomer or geometry (same formula, charge and spin)   1.26 kcal/mol
Total charge   -2
Frontier orbital gap   3.7244 eV
Lowest unoccupied orbital energy   4.158 eV

Geometry (Å):
Ir: 0.58 -0.23 -0.24
C: -3.56 4.86 -2.31
S: -2.32 4.58 -1.04
C: -1.49 3.11 -1.64
S: -1.98 2.34 -3.04
N: -0.54 2.67 -0.85
N: 2.20 0.90 -0.13
C: 3.04 1.00 -1.09
C: 3.21 0.21 -2.28
C: 4.23 0.51 -3.17
C: 4.55 -0.25 -4.28
C: 3.84 -1.47 -4.39
C: 2.82 -1.78 -3.56
N: 2.32 -0.87 -2.58
H: -4.10 5.76 -2.00
H: -4.25 4.02 -2.36
H: -3.09 5.00 -3.27
H: 3.82 1.78 -1.02
H: 4.82 1.39 -2.92
H: 5.37 0.00 -4.94
H: 4.12 -2.22 -5.13
H: 2.32 -2.73 -3.60
C: 2.58 2.39 2.64
Si: 1.82 0.66 2.77
C: 3.21 -0.57 2.39
C: 1.61 0.46 4.66
C: 0.20 0.39 1.92
Si: -0.87 1.84 1.81
C: -0.24 3.11 0.52
C: -2.65 1.53 1.26
C: -1.04 2.87 3.40
Si: -0.58 -1.20 2.33
C: 0.53 -2.72 2.53
C: -1.65 -1.25 3.92
C: -1.81 -1.54 0.94
C: -3.10 -2.04 1.03
C: -3.94 -2.03 -0.08
C: -3.45 -1.49 -1.26
C: -2.14 -1.03 -1.30
N: -1.32 -1.07 -0.24
H: 3.52 2.40 3.21
H: 1.94 3.17 3.05
H: 2.80 2.61 1.60
H: 4.14 -0.18 2.82
H: 3.34 -0.69 1.32
H: 3.02 -1.54 2.84
H: 2.55 0.67 5.18
H: 1.31 -0.56 4.93
H: 0.85 1.14 5.05
H: -0.12 1.76 -1.08
H: 0.84 3.22 0.59
H: -0.70 4.08 0.71
H: -2.68 1.10 0.26
H: -3.20 2.47 1.24
H: -3.18 0.84 1.93
H: -0.08 3.27 3.73
H: -1.43 2.25 4.21
H: -1.73 3.71 3.26
H: 1.09 -2.69 3.47
H: 1.23 -2.79 1.70
H: -0.10 -3.61 2.54
H: -1.03 -1.01 4.79
H: -2.09 -2.24 4.08
H: -2.46 -0.52 3.87
H: -3.46 -2.40 1.98
H: -4.95 -2.42 -0.03
H: -4.06 -1.42 -2.15
H: -1.73 -0.58 -2.20
C: 1.16 -1.07 -1.93
C: 0.33 -2.15 -2.53
C: -0.25 -1.99 -3.79
C: -1.14 -2.92 -4.29
C: -1.46 -4.06 -3.56
C: -0.88 -4.24 -2.31
C: 0.01 -3.30 -1.81
H: -0.01 -1.10 -4.36
H: -1.60 -2.76 -5.26
H: -2.17 -4.78 -3.94
H: -1.13 -5.12 -1.72
H: 0.44 -3.42 -0.82

Need the Mulliken charges? In units of e they are:
1. Ir 0.18
2. C -0.92
3. S 0.02
4. C 0.52
5. S -0.42
6. N 0.27
7. N -0.52
8. C -0.57
9. C 1.06
10. C -0.53
11. C -0.83
12. C -0.42
13. C -0.70
14. N 0.61
15. H 0.34
16. H 0.26
17. H 0.31
18. H -0.04
19. H 0.31
20. H 0.33
21. H 0.37
22. H 0.44
23. C -1.11
24. Si 0.71
25. C -1.12
26. C -1.22
27. C 0.67
28. Si 0.15
29. C -0.79
30. C -1.12
31. C -1.18
32. Si -0.74
33. C -1.24
34. C -1.25
35. C 0.36
36. C -0.56
37. C -0.56
38. C -1.17
39. C -0.26
40. N 0.90
41. H 0.41
42. H 0.25
43. H 0.15
44. H 0.41
45. H 0.20
46. H 0.28
47. H 0.35
48. H 0.23
49. H 0.27
50. H -0.57
51. H 0.07
52. H 0.65
53. H 0.17
54. H 0.38
55. H 0.32
56. H 0.30
57. H 0.25
58. H 0.28
59. H 0.31
60. H 0.26
61. H 0.38
62. H 0.29
63. H 0.34
64. H 0.30
65. H 0.33
66. H 0.39
67. H 0.43
68. H 0.58
69. C -0.50
70. C -0.40
71. C 0.15
72. C -0.75
73. C -0.41
74. C -0.66
75. C 0.21
76. H 0.47
77. H 0.33
78. H 0.33
79. H 0.36
80. H 0.35

[2]
Molecular formula: C29H41MnN3SSi
Method: DFT, the ωB97M-V functional and the def2-TZVPD basis

Expectation value of S²   6.159
Total charge   +1
Spin multiplicity   5
Frontier orbital gap (alpha / beta)   5.5725 / 7.3796 eV
Lowest unoccupied orbital energy (alpha / beta)   -5.343 / -3.666 eV

Geometry (Å):
Mn: -0.29 0.24 0.30
C: 3.22 -3.17 -2.45
Si: 1.87 -2.77 -3.63
C: 1.46 -4.27 -4.64
C: 2.29 -1.35 -4.72
C: 0.29 -2.35 -2.66
C: -0.86 -3.12 -2.78
C: -2.03 -2.87 -2.04
C: -2.04 -1.81 -1.19
N: -0.95 -1.01 -1.08
C: 0.18 -1.26 -1.77
S: 1.44 -0.12 -1.31
H: 4.09 -3.55 -3.00
H: 2.90 -3.96 -1.75
H: 3.54 -2.30 -1.87
H: 2.35 -4.57 -5.21
H: 0.66 -4.09 -5.35
H: 1.19 -5.12 -4.00
H: 3.17 -1.58 -5.31
H: 2.50 -0.44 -4.14
H: 1.46 -1.14 -5.40
H: -0.85 -3.97 -3.45
H: -2.91 -3.49 -2.14
H: -2.90 -1.55 -0.59
C: -2.17 2.12 3.76
C: -1.87 0.62 3.63
C: -2.38 0.08 2.29
C: -0.44 0.20 3.98
C: -0.22 -0.36 5.23
C: 1.02 -0.86 5.58
C: 2.05 -0.87 4.65
C: 1.87 -0.34 3.38
C: 2.92 -0.53 2.31
C: 4.36 -0.55 2.84
C: 2.64 -1.86 1.59
C: 0.64 0.27 3.10
N: 0.44 1.02 1.88
C: 0.40 2.36 1.89
C: -0.20 3.01 0.86
C: -0.45 4.37 0.60
C: -1.27 4.40 -0.51
C: -1.51 3.05 -0.90
N: -0.85 2.22 -0.10
C: -2.36 2.59 -2.06
C: -1.45 1.96 -3.13
C: -3.11 3.77 -2.68
C: -3.38 1.56 -1.57
H: -3.25 2.27 3.84
H: -1.82 2.69 2.89
H: -1.71 2.54 4.65
H: -2.47 0.11 4.39
H: -1.91 0.61 1.46
H: -3.44 0.28 2.17
H: -2.22 -1.00 2.20
H: -1.05 -0.42 5.93
H: 1.18 -1.26 6.57
H: 3.00 -1.30 4.92
H: 2.85 0.29 1.59
H: 4.55 -1.42 3.46
H: 4.58 0.34 3.43
H: 5.06 -0.58 2.00
H: 2.71 -2.68 2.30
H: 3.34 -2.03 0.77
H: 1.64 -1.91 1.17
H: 0.81 2.88 2.75
H: -0.08 5.21 1.17
H: -1.68 5.28 -0.98
H: -0.77 2.71 -3.54
H: -2.06 1.57 -3.95
H: -0.84 1.16 -2.72
H: -2.43 4.51 -3.10
H: -3.77 4.26 -1.96
H: -3.73 3.40 -3.51
H: -2.92 0.80 -0.93
H: -3.85 1.05 -2.42
H: -4.17 2.04 -0.99

Need the Mulliken charges? In units of e they are:
1. Mn -0.50
2. C -0.94
3. Si 0.25
4. C -1.13
5. C -1.01
6. C 0.03
7. C 0.11
8. C -1.36
9. C -0.28
10. N 0.61
11. C 0.18
12. S -0.44
13. H 0.43
14. H 0.33
15. H 0.24
16. H 0.33
17. H 0.33
18. H 0.32
19. H 0.37
20. H 0.33
21. H 0.34
22. H 0.42
23. H 0.45
24. H 0.49
25. C -1.48
26. C 0.22
27. C -0.63
28. C 0.83
29. C -1.06
30. C -1.32
31. C -0.62
32. C 0.10
33. C 1.10
34. C -1.87
35. C -1.28
36. C -0.09
37. N 1.33
38. C -0.73
39. C 0.19
40. C -1.60
41. C -0.58
42. C -0.42
43. N 0.50
44. C 2.69
45. C -1.20
46. C -2.38
47. C -1.11
48. H 0.45
49. H 0.25
50. H 0.36
51. H 0.69
52. H -0.07
53. H 0.50
54. H 0.41
55. H 0.45
56. H 0.41
57. H 0.30
58. H 0.22
59. H 0.35
60. H 0.41
61. H 0.46
62. H 0.35
63. H 0.38
64. H 0.16
65. H 0.49
66. H 0.51
67. H 0.56
68. H 0.40
69. H 0.42
70. H 0.06
71. H 0.43
72. H 0.47
73. H 0.44
74. H -0.17
75. H 0.41
76. H 0.40

[3]
Molecular formula: C29H41N8O2
Method: DFT, the ωB97M-V functional and the def2-TZVPD basis

Total charge   +1
Frontier orbital gap   5.4599 eV
Lowest unoccupied orbital energy   -5.320 eV

Geometry (Å):
C: -2.54 -1.10 2.37
C: -1.47 -0.01 1.77
O: -2.26 1.12 1.17
C: -0.43 -0.63 0.64
N: 0.46 -1.72 1.21
C: 0.68 -2.86 0.23
C: 1.75 -2.48 -0.99
O: 1.33 -3.28 -2.16
C: 1.03 -2.45 -3.33
C: 0.49 -3.49 -4.52
N: -0.67 -4.24 -3.90
C: -1.73 -3.31 -3.37
N: -3.04 -3.79 -3.41
N: -1.52 -1.93 -2.78
C: -0.16 -1.35 -3.12
H: -3.66 -0.68 2.33
H: -2.27 -1.34 3.51
H: -2.49 -2.13 1.79
H: -0.90 0.46 2.70
H: -1.82 1.24 0.26
H: -1.01 -0.99 -0.34
H: 0.27 0.25 0.26
H: 0.03 -2.16 2.08
H: 1.10 -3.82 0.80
H: -0.31 -3.23 -0.31
H: 1.86 -1.34 -1.19
H: 2.83 -2.86 -0.67
H: 1.99 -1.91 -3.80
H: 1.36 -4.27 -4.72
H: 0.19 -2.89 -5.51
H: -0.37 -4.96 -3.21
H: -3.51 -4.17 -2.55
H: -3.52 -3.81 -4.36
H: -2.21 -1.28 -3.26
H: 0.07 -0.55 -2.27
H: -0.25 -0.70 -4.12
N: -2.24 5.38 2.37
C: -1.31 6.30 2.71
C: 0.05 6.14 2.48
C: 0.48 4.97 1.87
C: -0.45 4.00 1.50
C: -1.79 4.25 1.77
H: -1.70 7.19 3.19
H: 0.75 6.91 2.78
H: 1.54 4.81 1.68
H: -0.15 3.08 1.02
H: -2.56 3.53 1.50
N: 0.18 7.10 6.06
C: -1.10 6.69 6.24
C: -1.91 7.12 7.27
C: -1.39 8.03 8.18
C: -0.08 8.48 8.02
C: 0.65 7.99 6.96
H: -1.46 5.97 5.50
H: -2.93 6.76 7.36
H: -2.00 8.40 9.00
H: 0.35 9.19 8.72
H: 1.68 8.31 6.79
N: 0.15 -5.55 -8.22
C: -0.77 -4.79 -7.59
C: -1.72 -4.02 -8.25
C: -1.71 -4.02 -9.64
C: -0.77 -4.79 -10.32
C: 0.13 -5.53 -9.57
H: -0.73 -4.82 -6.51
H: -2.44 -3.43 -7.70
H: -2.43 -3.43 -10.20
H: -0.74 -4.82 -11.40
H: 0.88 -6.15 -10.05
N: 4.45 -1.53 1.98
C: 5.45 -1.78 2.85
C: 5.29 -1.77 4.22
C: 4.03 -1.50 4.74
C: 2.98 -1.23 3.87
C: 3.24 -1.26 2.51
H: 6.42 -1.99 2.40
H: 6.13 -1.98 4.88
H: 3.87 -1.48 5.81
H: 1.99 -1.01 4.24
H: 2.45 -1.07 1.78

Need the Mulliken charges? In units of e they are:
1. C -1.07
2. C 0.49
3. O -0.51
4. C -0.54
5. N -0.14
6. C -0.39
7. C -0.46
8. O -0.34
9. C 0.03
10. C -0.77
11. N -0.13
12. C 0.11
13. N -0.35
14. N -0.14
15. C -0.44
16. H 0.34
17. H 0.27
18. H 0.21
19. H 0.19
20. H 0.32
21. H -0.05
22. H 0.18
23. H 0.33
24. H 0.33
25. H 0.18
26. H 0.26
27. H 0.30
28. H 0.31
29. H 0.35
30. H 0.37
31. H 0.38
32. H 0.25
33. H 0.26
34. H 0.35
35. H 0.13
36. H 0.44
37. N -0.55
38. C -0.52
39. C -0.19
40. C -0.48
41. C 0.03
42. C -0.25
43. H 0.52
44. H 0.38
45. H 0.37
46. H 0.25
47. H 0.43
48. N -0.41
49. C -0.16
50. C -0.56
51. C -0.16
52. C -0.39
53. C -0.19
54. H 0.47
55. H 0.35
56. H 0.36
57. H 0.34
58. H 0.35
59. N -0.54
60. C -0.32
61. C -0.31
62. C -0.35
63. C -0.36
64. C -0.20
65. H 0.66
66. H 0.31
67. H 0.36
68. H 0.37
69. H 0.38
70. N -0.45
71. C -0.25
72. C -0.36
73. C -0.35
74. C -0.49
75. C -0.19
76. H 0.37
77. H 0.37
78. H 0.37
79. H 0.35
80. H 0.61

[4]
Molecular formula: C29H42BeClILiN2O11
Method: DFT, the ωB97M-V functional and the def2-TZVPD basis

Total charge   +1
Frontier orbital gap   1.5570 eV
Lowest unoccupied orbital energy   -8.150 eV

Geometry (Å):
C: 2.16 0.38 3.05
C: 1.85 -0.35 1.79
C: 2.12 -1.66 1.66
O: 2.66 -2.31 2.70
C: 3.73 -3.24 2.41
C: 3.28 -4.66 2.71
N: 4.36 -5.47 3.29
C: 4.76 -6.58 2.41
C: 5.77 -6.11 1.36
C: 6.88 -5.28 2.00
O: 5.15 -5.35 0.34
C: 1.75 -2.36 0.41
O: 1.95 -3.53 0.19
C: 1.03 -1.54 -0.63
Cl: 0.49 -2.45 -2.02
C: 0.77 -0.25 -0.51
I: -0.25 0.81 -2.01
C: 1.20 0.46 0.73
O: 1.03 1.66 0.87
H: 1.43 1.16 3.22
H: 2.09 -0.28 3.91
H: 3.16 0.79 3.01
H: 4.07 -3.17 1.39
H: 4.58 -3.02 3.03
H: 2.50 -4.56 3.46
H: 2.85 -5.12 1.83
H: 3.96 -5.92 4.10
H: 3.89 -7.02 1.92
H: 5.22 -7.37 3.00
H: 6.22 -7.01 0.94
H: 6.65 -4.24 1.85
H: 6.97 -5.47 3.06
H: 7.83 -5.53 1.54
H: 4.77 -5.94 -0.31
Be: -0.89 -3.10 -4.11
C: 6.62 2.87 1.45
C: 7.45 3.27 2.49
C: 7.59 2.47 3.61
C: 6.91 1.27 3.70
C: 6.09 0.86 2.66
C: 5.93 1.67 1.54
H: 6.50 3.50 0.57
H: 7.98 4.21 2.42
H: 8.24 2.79 4.42
H: 7.03 0.64 4.57
H: 5.56 -0.08 2.73
H: 5.28 1.35 0.73
C: -3.38 3.80 -0.23
C: -4.01 2.47 0.11
O: -4.35 1.74 -1.07
H: -4.05 4.40 -0.84
H: -3.13 4.36 0.67
H: -2.46 3.66 -0.81
H: -4.93 2.61 0.68
H: -3.33 1.86 0.72
H: -3.54 1.61 -1.56
C: -6.15 6.60 -0.09
O: -6.80 5.74 0.55
O: -5.76 6.16 -1.35
O: -5.84 7.74 0.26
H: -6.17 5.28 -1.24
O: -3.04 -0.27 1.94
H: -2.43 0.07 1.26
O: -3.06 -4.65 -4.61
C: -4.18 -4.91 -4.30
O: -5.03 -3.82 -4.24
C: -6.47 -3.91 -4.06
C: -6.85 -4.00 -2.60
C: -4.66 -6.27 -3.88
H: -6.88 -4.72 -4.65
H: -6.87 -2.98 -4.49
H: -6.46 -4.90 -2.14
H: -7.94 -4.00 -2.49
H: -6.45 -3.15 -2.04
H: -4.43 -6.41 -2.83
H: -4.12 -7.01 -4.46
H: -5.73 -6.43 -4.05
N: -4.88 8.97 -2.68
C: -3.63 9.24 -3.12
C: -3.44 10.63 -3.07
C: -4.62 11.19 -2.58
C: -5.51 10.14 -2.34
H: -5.30 8.05 -2.60
H: -2.97 8.45 -3.42
H: -2.55 11.15 -3.35
H: -4.82 12.23 -2.41
H: -6.51 10.13 -1.96
Li: -4.40 -2.01 -4.08

Need the Mulliken charges? In units of e they are:
1. C -1.50
2. C 0.44
3. C 0.48
4. O -0.46
5. C -1.12
6. C -0.55
7. N -0.35
8. C -0.95
9. C 0.23
10. C -1.27
11. O -0.53
12. C 0.77
13. O -0.62
14. C 0.71
15. Cl -0.13
16. C -0.79
17. I 0.14
18. C 0.52
19. O -0.62
20. H 0.43
21. H 0.42
22. H 0.19
23. H 0.40
24. H 0.62
25. H 0.52
26. H 0.22
27. H 0.26
28. H 0.39
29. H 0.51
30. H 0.45
31. H 0.25
32. H 0.35
33. H 0.35
34. H 0.30
35. Be 0.00
36. C -0.39
37. C -0.43
38. C -0.35
39. C -0.58
40. C -0.05
41. C -0.44
42. H 0.36
43. H 0.36
44. H 0.36
45. H 0.37
46. H 0.41
47. H 0.38
48. C -0.91
49. C 0.15
50. O -0.46
51. H 0.23
52. H 0.34
53. H 0.31
54. H 0.36
55. H -0.21
56. H 0.26
57. C 0.80
58. O -0.54
59. O -0.52
60. O -0.51
61. H 0.29
62. O -0.49
63. H 0.30
64. O -0.51
65. C 0.68
66. O -0.36
67. C -0.36
68. C -0.92
69. C -0.95
70. H 0.35
71. H 0.32
72. H 0.28
73. H 0.37
74. H 0.30
75. H 0.29
76. H 0.33
77. H 0.36
78. N 0.10
79. C -0.24
80. C -0.44
81. C -0.44
82. C -0.22
83. H 0.23
84. H 0.40
85. H 0.40
86. H 0.41
87. H 0.39
88. Li 0.76

Strongest force on any atom, respectively: 0.0094; 0.0194; 0.1195; 0.0243 hartree/bohr.